The following is a DFT calculation (ωB97M-V/def2-TZVPD) of a 14-piece molecular cluster, C66H143B3ClF12N7O9 overall at a distorted geometry.

Output
LUMO: -1.26 eV
DFT total energy: -5394.1511 Ha
2S+1: 1
Molecular weight: 1474.77 g mol⁻¹

Structure (XYZ):
```
241
Properties=species:S:1:pos:R:3:lowdin_charge:R:1
C 7.126 7.298 2.890 -0.0459
C 6.466 5.972 2.154 -0.1838
C 7.547 4.942 1.920 -0.1546
N 7.004 3.581 1.512 -0.2192
C 8.176 2.563 1.808 -0.0818
C 9.364 2.739 0.826 -0.1625
C 8.830 2.665 -0.605 -0.1574
C 7.814 3.816 -0.796 -0.1641
C 6.628 3.583 0.081 -0.1330
C 5.880 3.004 2.407 0.0420
H 7.705 6.971 3.753 0.0561
H 6.587 8.149 3.307 0.0638
H 7.856 7.749 2.217 0.0650
H 6.011 6.152 1.180 0.1033
H 5.515 5.675 2.596 0.0953
H 7.967 4.922 2.925 0.1270
H 8.319 5.317 1.247 0.1257
H 8.444 2.559 2.865 0.1322
H 7.725 1.590 1.612 0.1272
H 9.853 3.650 1.171 0.1070
H 10.169 2.014 0.945 0.1228
H 9.635 2.857 -1.314 0.1158
H 8.396 1.676 -0.747 0.1302
H 8.324 4.762 -0.616 0.1146
H 7.327 3.825 -1.771 0.1312
H 5.948 4.385 -0.204 0.1431
H 6.153 2.624 -0.124 0.1569
H 5.699 1.932 2.325 0.1178
H 5.045 3.675 2.206 0.0961
H 6.129 3.274 3.434 0.1034
C 9.826 1.991 -7.987 -0.0793
C 8.431 1.408 -8.113 -0.2362
C 8.150 0.110 -7.411 -0.1254
N 6.682 -0.448 -7.439 -0.2054
C 5.907 -0.180 -8.744 -0.0835
C 6.403 -1.155 -9.800 -0.1680
C 6.309 -2.570 -9.354 -0.2143
C 7.182 -2.856 -8.173 -0.1600
C 6.608 -2.016 -6.972 -0.0218
C 5.947 0.205 -6.258 -0.0037
H 10.241 1.608 -7.055 0.0721
H 9.966 3.067 -7.882 0.0790
H 10.518 1.664 -8.764 0.0804
H 8.239 1.128 -9.149 0.1085
H 7.685 2.055 -7.653 0.1141
H 8.413 0.029 -6.356 0.1337
H 8.661 -0.673 -7.971 0.1103
H 6.120 0.883 -8.851 0.1137
H 4.836 -0.199 -8.546 0.1444
H 7.471 -0.974 -9.919 0.1088
H 5.903 -1.055 -10.764 0.1347
H 6.591 -3.233 -10.172 0.1267
H 5.250 -2.809 -9.255 0.1412
H 8.230 -2.615 -8.347 0.1032
H 7.162 -3.901 -7.862 0.1283
H 7.273 -2.103 -6.112 0.1275
H 5.635 -2.446 -6.737 0.1476
H 4.975 -0.287 -6.278 0.1044
H 5.719 1.262 -6.397 0.1037
H 6.379 -0.027 -5.285 0.1103
C -8.493 -4.898 3.258 -0.1146
C -7.312 -5.044 4.099 -0.2415
C -6.671 -3.659 4.464 -0.1085
N -5.475 -3.625 5.335 -0.2471
C -4.662 -2.305 5.273 -0.1021
C -5.354 -1.158 5.978 -0.1400
C -5.603 -1.603 7.456 -0.1834
C -6.474 -2.866 7.599 -0.1412
C -5.825 -4.049 6.801 -0.0405
C -4.538 -4.620 4.753 -0.0248
H -9.380 -4.457 3.713 0.0855
H -8.846 -5.769 2.705 0.0918
H -8.191 -4.197 2.480 0.0909
H -6.601 -5.642 3.530 0.1153
H -7.621 -5.574 5.000 0.1101
H -7.414 -3.197 5.115 0.1230
H -6.462 -2.997 3.624 0.1543
H -4.360 -2.040 4.260 0.1414
H -3.692 -2.574 5.692 0.1346
H -6.293 -0.909 5.484 0.1198
H -4.692 -0.297 5.887 0.1237
H -5.944 -0.757 8.053 0.1099
H -4.616 -1.750 7.896 0.1135
H -7.435 -2.551 7.194 0.1067
H -6.607 -3.130 8.648 0.1184
H -6.509 -4.895 6.734 0.1216
H -4.855 -4.287 7.237 0.1368
H -4.314 -4.429 3.703 0.1297
H -5.047 -5.583 4.721 0.0956
H -3.559 -4.824 5.184 0.1182
C 0.599 -0.002 1.414 -0.0956
C -0.266 0.828 0.501 -0.2348
C -1.023 -0.040 -0.541 -0.1013
N -1.798 0.711 -1.659 -0.2174
C -2.956 -0.125 -2.295 -0.0982
C -2.400 -1.195 -3.176 -0.1822
C -1.524 -0.675 -4.364 -0.1411
C -0.340 0.182 -3.747 -0.1110
C -0.831 1.316 -2.727 -0.0570
C -2.557 1.933 -1.022 0.0174
H 1.252 0.565 2.077 0.0702
H 1.105 -0.785 0.848 0.0768
H -0.006 -0.509 2.165 0.0731
H 0.307 1.574 -0.049 0.0992
H -1.033 1.422 0.999 0.1000
H -1.788 -0.580 0.017 0.1331
H -0.424 -0.818 -1.016 0.1245
H -3.712 -0.360 -1.546 0.1365
H -3.556 0.557 -2.897 0.1382
H -1.883 -2.066 -2.774 0.1217
H -3.232 -1.716 -3.651 0.1230
H -1.161 -1.605 -4.801 0.1172
H -2.158 -0.244 -5.139 0.1194
H 0.347 -0.379 -3.113 0.0994
H 0.112 0.577 -4.656 0.1087
H -0.034 1.840 -2.199 0.1182
H -1.497 2.048 -3.184 0.1271
H -3.255 2.475 -1.660 0.1093
H -1.933 2.766 -0.698 0.1046
H -3.143 1.368 -0.296 0.1050
C 1.896 9.490 5.510 -0.1036
C 0.808 8.520 5.529 -0.2529
C 1.310 7.016 5.553 -0.1015
N 0.261 5.945 5.655 -0.2489
C -0.217 5.748 7.108 -0.0602
C 0.974 5.318 8.016 -0.1603
C 1.788 4.094 7.553 -0.1527
C 2.065 4.221 6.039 -0.1667
C 0.835 4.618 5.264 -0.1412
C -0.978 6.166 4.722 0.0574
H 1.546 10.302 4.873 0.0921
H 2.812 9.030 5.138 0.0856
H 2.012 9.954 6.489 0.0870
H 0.140 8.635 4.675 0.1025
H 0.095 8.759 6.318 0.1123
H 2.009 6.918 6.384 0.1179
H 1.842 6.907 4.607 0.1444
H -0.590 6.731 7.394 0.1309
H -0.965 4.958 7.027 0.1373
H 1.580 6.184 8.284 0.1070
H 0.549 5.106 8.997 0.1198
H 2.707 4.057 8.139 0.1147
H 1.239 3.177 7.769 0.1232
H 2.817 4.993 5.874 0.1074
H 2.417 3.284 5.608 0.1273
H 1.333 4.689 4.297 0.1392
H -0.021 3.944 5.268 0.1476
H -0.638 6.109 3.688 0.1163
H -1.284 7.207 4.827 0.0907
H -1.780 5.429 4.775 0.1150
C -13.688 -0.879 -9.604 -0.0849
C -12.287 -0.919 -8.933 -0.2241
C -12.367 -0.781 -7.373 -0.1233
N -10.988 -0.570 -6.741 -0.2491
C -11.253 -0.292 -5.181 -0.0439
C -9.928 -0.241 -4.263 -0.1406
C -9.083 -1.460 -4.434 -0.2357
C -8.820 -1.775 -5.881 -0.1181
C -10.124 -1.796 -6.868 -0.0721
C -10.213 0.704 -7.326 0.0772
H -14.093 0.133 -9.571 0.0767
H -14.355 -1.613 -9.153 0.0754
H -13.499 -1.257 -10.609 0.0766
H -11.521 -0.272 -9.361 0.1026
H -11.958 -1.925 -9.192 0.1014
H -12.901 -1.664 -7.022 0.1349
H -12.790 0.188 -7.107 0.1250
H -12.146 -0.837 -4.876 0.1228
H -11.645 0.719 -5.069 0.1157
H -10.328 -0.159 -3.252 0.1251
H -9.249 0.596 -4.424 0.1201
H -9.552 -2.304 -3.928 0.1191
H -8.132 -1.355 -3.912 0.1307
H -8.234 -2.694 -5.888 0.1224
H -8.125 -0.990 -6.178 0.1149
H -10.817 -2.585 -6.576 0.1249
H -9.941 -1.960 -7.930 0.1217
H -9.678 0.535 -8.261 0.1105
H -9.566 1.036 -6.514 0.0928
H -11.003 1.451 -7.403 0.1010
C 1.202 -4.654 3.226 -0.0808
C 2.713 -4.797 3.381 -0.2198
C 3.148 -4.897 4.922 -0.1055
N 4.606 -4.508 5.203 -0.2541
C 4.708 -2.946 5.283 -0.0066
C 6.148 -2.542 5.952 -0.1403
C 6.292 -3.170 7.295 -0.2047
C 6.247 -4.704 7.131 -0.1495
C 4.862 -5.149 6.607 -0.0997
C 5.553 -5.146 4.177 0.0459
H 0.771 -5.646 3.361 0.0841
H 0.921 -4.218 2.268 0.0837
H 0.766 -3.984 3.966 0.0741
H 3.267 -3.982 2.916 0.0915
H 3.062 -5.657 2.810 0.1071
H 2.934 -5.956 5.065 0.1349
H 2.533 -4.215 5.509 0.1284
H 3.950 -2.682 6.021 0.1280
H 4.454 -2.616 4.276 0.1254
H 6.227 -1.456 6.004 0.1124
H 6.954 -2.938 5.333 0.1060
H 5.599 -2.860 8.077 0.1260
H 7.244 -2.861 7.726 0.1143
H 6.314 -5.223 8.088 0.1216
H 6.902 -5.165 6.392 0.1000
H 3.992 -4.943 7.232 0.1377
H 4.823 -6.227 6.453 0.1284
H 6.569 -4.959 4.525 0.0881
H 5.403 -4.547 3.279 0.1044
H 5.165 -6.136 3.938 0.1164
Cl 1.750 5.303 -0.153 -0.9474
B 0.173 -2.061 8.106 -1.4106
F 0.769 -1.529 6.984 0.0889
F -0.568 -3.207 7.754 0.0606
F 1.171 -2.377 8.973 0.1354
F -0.778 -1.167 8.486 0.1254
B -4.913 3.134 -7.668 -1.3235
F -5.383 3.419 -6.337 0.0165
F -3.533 2.938 -7.497 0.0739
F -5.516 1.979 -8.008 0.1311
F -5.278 4.139 -8.550 0.1021
B -7.748 1.025 0.754 -1.4389
F -7.195 1.571 -0.408 0.0743
F -7.973 -0.352 0.693 0.0844
F -6.817 1.319 1.639 0.1625
F -8.926 1.664 1.044 0.1177
O -4.686 -4.633 -0.486 0.0245
C -4.174 -5.799 -0.871 -0.9190
O -4.551 -6.271 -1.976 -0.0960
O -3.388 -6.416 -0.124 -0.0921
H -5.348 -4.278 -1.084 0.0864
O 2.278 -5.933 -9.070 0.0153
C 1.186 -5.260 -8.677 -0.9453
O 1.326 -4.132 -8.202 -0.0754
O 0.137 -5.902 -8.801 -0.0713
H 1.933 -6.796 -9.310 0.0798
O 4.299 -2.476 -1.352 0.0936
C 5.497 -2.296 -0.963 -1.0384
O 5.498 -1.937 0.155 -0.0284
O 6.432 -2.404 -1.808 -0.0946
H 4.003 -2.176 -0.489 0.0731
```